Entry 1:
ORCA calculation (wB97M-V/def2-TZVPD) on C3H8N2 in the gas phase.

The SMILES is C=NN(C)C. The net charge is 0.

```
13
C3H8N2 | the Open Molecules 2025 dataset | wB97M-V/def2-TZVPD
H -1.902 -1.014 -1.001
N 0.230 0.179 0.095
C 1.563 0.769 0.258
H -0.280 0.186 2.076
H -1.109 -0.782 -2.782
H 1.500 1.952 0.299
H -1.780 0.117 0.964
C -1.109 -0.581 -1.648
H 2.036 0.402 1.316
H -0.521 -1.401 1.225
H 2.145 0.435 -0.768
C -0.705 -0.257 1.108
N -0.069 -0.003 -1.143
```

Entry 2:
ORCA calculation (wB97M-V/def2-TZVPD) on 2 unconnected molecules or ions with the total composition C3H8N2.

The SMILES is C=CN=C.N. The net charge is 0.

```
13
C3H8N2 | the Open Molecules 2025 dataset | wB97M-V/def2-TZVPD
C 0.656 -1.384 -0.797
H -0.238 1.284 2.046
H -2.358 1.555 -2.015
C 0.288 0.698 1.309
H -0.790 1.981 -2.237
H -1.299 1.472 -0.753
N 0.904 -1.470 0.433
H 0.954 1.193 0.617
H 1.206 -2.011 -1.493
N -1.558 1.991 -1.580
C 0.210 -0.628 1.317
H -0.345 -1.162 2.080
H -0.073 -0.694 -1.233
```

Entry 3:
ORCA calculation (wB97M-V/def2-TZVPD) on 2 unconnected molecules or ions with the total composition C3H8N2.

The SMILES is [H]/N=C/N.C=C. The net charge is 0.

```
13
C3H8N2 | the Open Molecules 2025 dataset | wB97M-V/def2-TZVPD
H -0.422 -0.797 -1.075
C 2.387 -0.676 0.554
C -1.075 0.052 -0.877
H 2.269 -0.305 -0.459
H -2.346 0.795 0.475
H 0.968 0.594 1.437
N -1.170 1.062 -1.624
C 1.646 -0.232 1.563
H -0.528 1.066 -2.407
H -2.174 -0.877 0.600
N -1.753 -0.006 0.318
H 3.119 -1.454 0.689
H 1.692 -0.739 2.521
```

Entry 4:
ORCA calculation (wB97M-V/def2-TZVPD) on 2 unconnected molecules or ions with the total composition C3H8N2.

The SMILES is C=NC.C=N. The net charge is 0.

```
13
C3H8N2 | the Open Molecules 2025 dataset | wB97M-V/def2-TZVPD
H 2.337 -0.307 -0.069
H 0.525 0.557 -1.154
C -1.624 0.803 0.641
H 3.287 0.047 -1.620
C -1.229 -1.435 1.091
H -0.436 -1.906 1.669
N 1.421 0.867 -1.538
H -2.699 0.592 0.542
H -1.580 -1.987 0.216
N -0.757 -0.107 0.690
H -1.346 1.849 0.720
C 2.358 0.177 -1.054
H -2.066 -1.433 1.794
```

Entry 5:
ORCA calculation (wB97M-V/def2-TZVPD) on C3H8N2 in the gas phase.

The SMILES is [H]/N=C(/C)NC. The net charge is 0.

```
13
C3H8N2 | the Open Molecules 2025 dataset | wB97M-V/def2-TZVPD
H -1.962 0.427 -0.817
N -0.338 -0.899 -0.261
C 0.914 -0.294 -0.123
H 0.381 1.700 -0.999
C -1.582 -0.187 0.041
H 1.757 -1.929 -0.080
H -1.489 0.408 0.922
H 1.860 1.608 -0.061
C 0.828 1.253 -0.046
N 2.038 -0.912 0.053
H -0.421 -1.940 0.270
H -2.426 -0.916 0.196
H 0.439 1.681 0.904
```

Entry 6:
ORCA calculation (wB97M-V/def2-TZVPD) on a molecular structure, C3H8N2.

The net charge is 0.

```
13
C3H8N2 | the Open Molecules 2025 dataset | wB97M-V/def2-TZVPD
H -0.196 -1.510 0.918
C -0.092 -0.658 1.492
H 0.906 -0.632 1.980
H 0.000 0.820 -2.789
H -1.270 -0.820 -1.148
C -0.361 0.545 0.564
N 0.869 -0.382 -1.460
H 0.467 1.332 0.841
C -0.266 0.129 -0.843
H 1.593 -0.208 -0.794
H -0.712 -0.718 2.291
H -1.232 1.138 0.791
N 0.293 0.964 -1.843
```

Entry 7:
ORCA calculation (wB97M-V/def2-TZVPD) on C3H8N2 in the gas phase.

The SMILES is CC/C=N/N. The net charge is 0.

```
13
C3H8N2 | the Open Molecules 2025 dataset | wB97M-V/def2-TZVPD
N -1.043 -0.261 -0.407
H -0.137 -0.112 1.614
H -2.383 0.865 0.832
C 2.006 0.681 -0.109
C 1.276 -0.679 -0.097
H -2.777 0.548 -0.816
H 3.160 0.641 -0.100
N -2.264 0.266 0.012
H 1.670 1.376 0.887
H 1.774 -1.378 0.658
C -0.103 -0.361 0.499
H 1.607 1.288 -0.945
H 1.163 -1.102 -1.125
```

Entry 8:
ORCA calculation (wB97M-V/def2-TZVPD) on 4 unconnected molecules or ions with the total composition C3H8N2O.

The net charge is 0.

```
14
C3H8N2O | the Open Molecules 2025 dataset | wB97M-V/def2-TZVPD
O 0.949 -1.928 -0.054
H 1.626 0.968 0.800
H 2.750 -0.272 0.295
H -0.549 1.778 1.424
H -0.163 1.806 -1.382
C 1.835 0.351 -0.041
C -0.963 1.097 -0.082
H -1.291 -2.193 -0.556
H -1.857 -1.393 1.066
N -1.627 -1.251 -0.089
H 1.956 1.010 -0.906
H -2.722 1.042 -0.149
N -0.632 -0.303 -0.202
C 0.686 -0.714 -0.122
```

In the order shown, the computed gap between HOMO and LUMO values come out to 8.95; 10.32; 10.63; 10.27; 9.84; 11.18; 9.71; 8.22 eV.